Molecular formula: C123H141F2N24O6S2
Method: DFT, ωB97M-V with the def2-TZVPD basis set

Structure (XYZ):
```
298
Properties=species:S:1:pos:R:3:forces:R:3:mulliken_charge:R:1
C -3.5189 6.1279 -3.4784 -0.261 -1.496 0.047 -0.869
C -3.7292 7.5008 -2.9294 -0.999 0.770 1.310 1.334
C -4.9818 7.4475 -1.9474 0.410 -0.293 0.777 -1.324
C -4.6599 6.7299 -0.6349 -1.487 -2.422 -0.246 0.731
C -3.4990 7.3203 0.1010 0.335 -0.208 0.885 -0.836
C -2.1458 7.3704 -0.6686 -1.409 0.293 0.231 1.887
N -2.4835 7.9437 -2.0862 -0.047 -0.701 -0.376 0.886
O -1.7904 8.7685 -2.5743 -0.248 -0.485 0.625 -0.414
C -1.5624 5.9634 -0.7300 0.285 1.030 -1.637 -0.091
C -1.2100 8.3326 -0.0159 -0.047 1.302 -0.910 -1.661
C -3.9796 8.5678 -3.9300 -1.435 0.328 -2.179 -1.731
H -4.4407 5.9157 -4.1426 1.594 -0.012 1.200 0.412
H -3.4215 5.4557 -2.5909 -0.609 0.086 -1.071 -0.419
H -2.5856 5.9445 -4.0213 -0.212 0.456 -0.307 0.462
H -5.9364 7.0537 -2.4075 1.437 0.249 0.034 0.495
H -5.2029 8.4392 -1.5944 -0.196 0.904 -0.409 0.425
H -4.4008 5.6603 -0.8273 -0.443 0.547 0.026 -0.853
H -5.6418 6.6375 -0.0223 1.832 0.423 -0.692 0.534
H -3.2712 6.6924 1.0125 -0.275 0.886 -0.817 -0.469
H -3.7696 8.3193 0.4042 0.101 0.529 0.400 0.692
H -0.9583 5.7977 0.1186 0.834 0.213 1.103 -0.680
H -0.9235 5.8896 -1.6092 -0.072 -0.542 -0.019 0.360
H -2.3129 5.2205 -0.6649 -0.786 -0.858 -0.508 -0.352
H -1.1301 8.0161 0.9743 -0.093 -0.444 1.780 0.228
H -1.5418 9.3971 -0.0134 0.183 -0.799 -0.189 0.449
H -0.2061 8.2390 -0.3838 0.516 0.183 -0.556 0.434
H -3.4412 8.5513 -4.9037 0.341 -0.001 1.033 0.337
H -4.0805 9.5820 -3.5436 0.449 -0.089 0.163 0.431
H -5.0085 8.3464 -4.2782 0.286 0.051 0.175 0.440
C -2.7698 -1.5429 2.0128 0.722 3.666 -1.187 -0.764
C -1.3915 -1.1652 1.2768 0.062 -0.145 2.569 1.903
C -1.4400 -1.4530 -0.1832 -1.233 -2.473 0.063 2.072
C -0.3267 -0.9655 -1.0433 -0.198 1.121 -1.616 -0.898
C -0.2900 0.6152 -1.0248 0.195 -2.991 -0.595 0.178
C -0.0752 1.0575 0.4065 -0.220 2.254 -0.360 2.181
N -1.1433 0.3813 1.3394 1.727 -4.437 -2.062 1.470
O -1.7647 0.9115 2.1244 -1.535 3.213 2.318 -0.834
C -0.5000 2.5499 0.4845 2.173 0.396 0.336 -0.854
C 1.3520 0.8031 0.9476 -0.311 1.113 -1.628 -0.060
C -0.2457 -1.8822 2.0973 -0.150 1.794 -1.831 -0.179
H -3.0584 -2.3997 1.5141 -0.699 -2.088 -0.734 0.521
H -3.5284 -0.7596 1.7589 0.409 -0.554 0.094 -0.028
H -2.8110 -1.6585 3.0870 0.769 -0.052 -0.047 -1.042
H -2.4239 -1.0624 -0.4648 0.190 -0.018 -0.651 -0.230
H -1.5160 -2.5869 -0.2437 -0.031 1.237 -0.108 -0.856
H -0.4018 -1.4254 -2.0617 -0.500 0.809 0.480 0.628
H 0.6205 -1.3667 -0.7811 1.055 -0.268 0.877 -0.601
H -1.2340 0.9662 -1.4012 -0.506 0.194 0.012 -0.516
H 0.4723 0.9452 -1.7513 0.003 0.286 0.877 -0.105
H 0.2670 3.2583 0.0457 -0.586 -1.229 0.192 -0.573
H -0.5650 2.8133 1.5363 -0.414 0.265 0.077 0.416
H -1.4182 2.6980 -0.0441 -0.680 0.080 -0.064 -0.011
H 1.3489 1.1029 1.9740 0.575 0.374 0.630 -0.686
H 2.0263 1.4147 0.2545 -0.883 -0.359 1.257 -0.231
H 1.7411 -0.1875 0.8634 -0.159 -0.876 0.047 0.168
H 0.1976 -1.1973 2.8152 -0.074 -0.254 0.326 -0.910
H 0.4954 -2.1038 1.3480 0.600 -0.349 0.127 -0.842
H -0.6358 -2.7767 2.5262 -0.223 -0.579 0.439 0.915
N -5.3806 3.0843 -0.3401 -0.656 0.701 -1.220 -0.379
S -4.9774 2.2204 -1.5906 0.760 -1.953 1.333 1.211
O -6.0049 1.4552 -2.1841 -1.133 0.264 -0.329 -0.635
O -3.7725 1.4879 -1.3309 0.633 0.336 -0.289 -0.714
F -4.6274 3.3069 -2.6540 0.011 0.608 0.141 -0.230
S -5.1880 2.6048 1.1067 0.331 0.663 4.411 1.058
O -5.3686 1.2173 1.4627 -0.052 0.691 -1.144 -0.353
O -5.7604 3.5645 2.0792 1.536 -1.570 -2.649 -0.745
F -3.5209 2.7351 1.2663 -1.480 0.324 -0.099 -0.209
N -0.4424 3.6107 -2.8117 -0.979 -0.123 -0.386 1.318
C -1.4984 2.9253 -3.2930 1.031 -1.533 -1.764 1.254
C -1.6184 2.5777 -4.6754 0.905 0.907 0.477 -0.772
C -0.6613 3.0551 -5.5938 0.779 1.410 1.872 -0.842
C 0.3972 3.8802 -5.0963 -2.094 -0.812 1.758 -0.961
C 0.4337 4.1019 -3.6988 0.253 0.693 -0.229 -0.858
H -2.1850 2.3479 -2.6515 0.406 1.051 0.237 -0.720
H -2.4424 1.9410 -4.9640 0.054 0.025 -0.213 0.266
H -0.6978 2.9513 -6.6501 -0.335 -0.558 -0.687 0.729
H 1.0717 4.4296 -5.7055 0.546 -0.015 -0.624 0.626
H 1.1968 4.7859 -3.2404 -0.524 -0.843 -0.586 0.220
N 4.0567 1.6359 -2.7430 0.815 -0.444 0.587 -0.368
C 4.4013 0.3966 -2.3424 0.907 -0.534 0.614 0.179
C 3.6453 -0.7329 -2.6237 -0.467 -0.738 -0.539 0.766
C 2.4645 -0.6386 -3.3710 2.337 1.671 1.681 -0.049
C 2.1541 0.6427 -3.7195 -2.471 -1.113 -1.231 -0.437
C 2.9248 1.7000 -3.4192 0.245 1.895 -0.656 0.111
H 5.3565 0.1777 -1.7560 -1.283 0.989 -0.849 -0.299
H 3.9473 -1.7219 -2.3087 0.312 0.122 0.256 -0.619
H 1.8573 -1.4545 -3.5382 -1.165 -1.591 -0.573 0.907
H 1.2321 0.8499 -4.2491 -0.112 -0.013 -0.199 -0.288
H 2.5303 2.6267 -3.8833 0.946 -0.090 0.880 0.148
N 5.4493 -6.0320 2.0102 1.293 0.289 -0.375 -0.180
C 5.7991 -6.1973 0.7260 0.474 0.078 -0.514 -0.108
C 7.1335 -6.1203 0.2485 -1.196 -0.447 0.876 -0.564
C 8.1336 -5.9516 1.1641 1.285 1.115 0.811 -0.412
C 7.8260 -5.6504 2.4873 -2.187 -0.843 -0.522 -0.759
C 6.4747 -5.7273 2.8562 -0.127 -0.188 -0.913 -0.107
H 5.0098 -6.3873 -0.0271 0.271 0.119 0.732 0.486
H 7.3668 -6.2190 -0.7835 -0.067 -0.187 -0.711 0.444
H 9.2033 -5.8858 0.9347 -0.507 -0.243 -0.492 0.351
H 8.5776 -5.4383 3.1977 0.619 0.206 0.665 0.482
H 6.1554 -5.5551 3.8650 0.046 0.118 0.492 0.367
N -2.1315 -7.0925 1.6236 0.827 0.889 0.276 -0.176
C -2.2672 -8.1926 0.9059 -0.623 -0.383 0.178 -0.614
C -1.1920 -8.8679 0.3503 0.092 -1.026 -1.182 -0.233
C 0.1220 -8.4595 0.5961 -0.692 0.162 -0.493 -0.729
C 0.2768 -7.3503 1.4148 0.142 0.959 -0.797 -0.028
C -0.8861 -6.6399 1.8083 0.761 -0.887 1.164 0.035
H -3.3205 -8.5037 0.8677 0.603 -0.313 -0.582 0.388
H -1.3592 -9.6834 -0.3848 -0.033 0.477 0.823 0.354
H 0.9483 -8.9316 0.0318 -0.452 0.260 0.771 0.397
H 1.2923 -6.9263 1.5114 -0.786 -0.160 0.449 0.314
H -0.7821 -5.7803 2.4808 -0.009 -0.100 -0.618 0.305
N 1.2250 -0.9665 -7.8142 1.058 -0.779 0.603 0.022
C 1.3840 -0.9587 -9.1221 0.991 -0.528 -0.968 -0.237
C 0.5370 -0.2604 -10.0049 1.107 -0.209 0.046 -0.714
C -0.5232 0.3844 -9.4154 -0.479 0.124 0.291 -0.657
C -0.7320 0.2826 -8.0388 0.806 0.354 -1.224 -1.072
C 0.2122 -0.3428 -7.2612 -1.597 0.168 -0.577 -0.331
H 2.2736 -1.5764 -9.4632 -1.192 0.977 0.088 0.312
H 0.7887 -0.1607 -11.0730 -0.323 -0.251 0.650 0.400
H -1.2200 0.9818 -9.9801 -0.078 -0.011 -0.308 0.420
H -1.5647 0.7759 -7.6317 -0.995 0.402 0.731 0.804
H -0.0330 -0.4195 -6.2191 0.599 -0.113 0.651 1.024
N -0.6739 5.9618 2.4545 -0.057 -1.025 -0.307 1.652
C -0.2796 7.0211 3.1346 -0.430 0.735 1.650 -0.640
C -1.0421 7.6199 4.1913 -0.589 -1.682 -1.461 -1.106
C -2.3116 7.0704 4.4439 2.110 -0.255 -2.064 -1.129
C -2.7153 6.0174 3.6322 0.259 -0.708 0.256 -0.609
C -1.8639 5.3910 2.7300 -0.090 1.450 -0.191 -0.878
H 0.7193 7.4040 2.8984 -0.366 -0.005 0.007 0.129
H -0.7035 8.4830 4.7011 0.475 0.584 0.483 0.620
H -2.9760 7.4449 5.1505 -0.895 0.745 1.185 0.608
H -3.6978 5.6407 3.7372 -0.872 -0.527 0.225 0.700
H -2.2141 4.5387 2.1192 0.417 0.442 0.456 0.604
N 7.3672 -1.4390 -1.7289 -0.182 -0.260 2.298 -0.512
C 7.6095 -0.7517 -0.5498 -1.104 -1.245 -0.963 -0.944
C 7.0488 -1.0455 0.6886 -0.619 -1.351 -0.904 -0.497
C 6.2166 -2.1803 0.8009 1.207 0.288 -1.304 -0.394
C 6.0201 -2.9379 -0.3511 1.271 2.006 0.492 -0.128
C 6.6006 -2.5354 -1.5563 0.009 -0.057 -0.371 -1.188
H 8.2752 0.0596 -0.6284 0.673 0.873 -0.211 0.788
H 7.2603 -0.5023 1.5772 0.358 0.663 0.394 0.556
H 5.9260 -2.5180 1.7682 -0.602 -0.132 0.560 0.753
H 5.5048 -3.8348 -0.3502 -1.014 -1.460 0.077 1.069
H 6.3963 -3.2132 -2.4074 0.417 0.862 0.385 0.730
N -2.7991 3.1953 6.2470 -0.184 -0.988 0.837 -0.275
C -1.6649 2.8667 6.8361 0.745 -1.673 1.831 -0.049
C -1.5626 1.7964 7.8531 -0.505 0.926 -1.970 -0.575
C -2.6601 0.9960 8.1031 -0.087 0.535 -0.877 -0.341
C -3.8670 1.3829 7.5074 1.076 0.368 -0.301 -0.613
C -3.8824 2.4548 6.6430 -0.714 1.538 -0.712 -0.332
H -0.7163 3.3623 6.5486 -0.813 -0.100 0.235 0.413
H -0.6038 1.5357 8.2415 0.570 0.069 0.205 0.463
H -2.6594 0.0259 8.5944 0.415 0.423 0.466 0.440
H -4.7107 0.7821 7.7070 -1.113 -0.251 -0.004 0.495
H -4.8261 2.8737 6.2212 0.653 -0.822 0.306 0.379
N -0.3107 0.7091 4.3889 0.654 -0.975 0.255 1.577
C 0.9586 0.4723 4.7755 -0.840 0.220 0.376 -0.133
C 1.3411 -0.5713 5.6366 2.883 1.988 -1.910 -0.967
C 0.4058 -1.3633 6.1725 -0.888 0.223 0.239 -1.255
C -0.9145 -1.0729 5.8593 -1.433 -1.581 1.557 -0.162
C -1.2359 -0.1390 4.8961 0.867 0.449 0.423 -0.789
H 1.7185 1.1840 4.4638 -0.134 -0.098 -0.245 -0.279
H 2.4571 -0.6342 5.7476 -1.289 -0.363 0.346 0.481
H 0.7048 -2.1071 6.8581 -0.099 -0.888 0.718 0.705
H -1.6839 -1.6112 6.5136 0.805 0.713 -1.587 0.400
H -2.2449 -0.0457 4.5438 -0.384 0.369 0.013 0.548
N 6.4693 2.9239 1.7673 0.592 -0.397 -0.127 0.055
C 7.6898 3.0000 2.3091 0.422 0.403 1.131 -0.240
C 8.8691 2.8605 1.6032 -0.674 -0.398 -0.479 -0.756
C 8.7546 2.6520 0.2555 0.662 0.271 -2.565 -0.143
C 7.5241 2.6244 -0.4061 -0.879 -0.446 1.172 -0.895
C 6.4039 2.6771 0.4386 0.560 0.325 0.580 -0.049
H 7.8732 3.1930 3.3993 -1.084 -0.151 -0.897 0.240
H 9.8226 2.8495 2.0788 0.437 0.139 0.343 0.495
H 9.6289 2.5586 -0.4107 -0.191 -0.010 0.686 0.390
H 7.3881 2.4396 -1.4826 0.277 0.147 0.641 0.358
H 5.4005 2.5078 0.0942 -0.179 0.042 -0.400 0.537
N 1.6071 4.2195 5.7868 -0.397 -0.757 -1.192 -0.553
C 1.0555 3.8553 4.5898 -0.218 0.796 0.441 -0.461
C 1.7205 3.6462 3.3870 0.170 0.275 0.527 1.327
C 3.0962 3.7951 3.3908 0.067 0.097 1.020 -0.845
C 3.7045 4.0329 4.6220 0.572 0.425 1.304 -0.607
C 2.9330 4.2650 5.8041 0.167 -1.454 -2.796 -0.784
H -0.0211 3.7838 4.5719 -0.239 -0.047 0.178 0.705
H 1.2142 3.3946 2.4565 -0.092 0.134 0.448 -0.298
H 3.6260 3.7104 2.4688 0.659 -0.170 -0.339 0.781
H 4.8010 4.0475 4.8082 -0.821 0.024 -0.721 0.342
H 3.4574 4.2401 6.7221 0.212 0.690 1.049 0.403
N 3.0095 -3.5111 -1.2807 -0.625 -0.146 1.681 0.832
C 1.9291 -3.7369 -2.0042 -0.404 0.016 -0.821 -0.682
C 0.6729 -4.1325 -1.5394 1.255 0.632 -1.199 -1.532
C 0.5946 -4.4370 -0.2238 -2.447 -0.422 -0.606 0.766
C 1.6379 -4.1941 0.5853 2.104 0.567 0.977 0.313
C 2.8192 -3.6519 0.0538 -0.378 -0.415 -0.727 -0.994
H 2.0845 -3.5366 -3.0420 -0.212 -0.097 -0.759 0.772
H -0.1669 -4.0968 -2.1987 -0.407 -0.344 -0.422 0.420
H -0.3746 -4.7832 0.1331 0.310 -0.005 0.328 -0.409
H 1.4653 -4.3961 1.6193 0.497 0.079 0.785 0.371
H 3.6510 -3.2853 0.6244 0.085 -0.231 0.663 0.335
N 1.0661 -5.2010 3.9235 -0.366 0.803 0.472 0.504
C 2.3377 -5.5180 4.2111 0.055 -1.200 -0.213 -0.918
C 2.7541 -6.0250 5.4310 -1.670 1.083 -0.078 -0.495
C 1.8303 -6.1034 6.4716 1.523 -0.396 -0.380 -0.891
C 0.5462 -5.7635 6.1928 -2.016 0.845 0.299 -0.664
C 0.1658 -5.2498 4.9252 1.811 -1.237 0.846 -0.140
H 3.1037 -5.5572 3.4216 -0.618 0.453 -0.115 0.740
H 3.7627 -6.2528 5.5383 1.597 -0.536 0.358 0.712
H 2.1737 -6.4305 7.4480 -0.333 -0.075 -0.032 0.425
H -0.1950 -5.8474 7.0076 0.255 0.176 -0.674 0.405
H -0.8628 -4.9612 4.7877 -0.191 0.203 -0.466 0.406
N -0.5168 -3.9500 -4.9381 0.566 1.047 0.273 0.355
C -1.5174 -4.8215 -4.9391 1.119 0.367 -0.869 -0.152
C -2.1328 -5.2154 -6.0933 -0.985 -0.118 -1.001 -0.902
C -1.7246 -4.6886 -7.3205 1.092 0.074 -0.437 -0.355
C -0.6223 -3.7888 -7.3427 -1.141 -0.589 2.046 -1.226
C -0.1041 -3.3918 -6.0820 -0.260 -0.338 -0.647 0.086
H -1.7859 -5.2454 -4.0150 -0.326 -0.277 1.063 0.360
H -2.9717 -5.9090 -6.0047 0.255 0.144 -0.294 0.447
H -2.1921 -5.0435 -8.2588 0.317 0.369 0.638 0.397
H -0.2052 -3.3653 -8.2207 0.092 0.237 -0.791 0.489
H 0.6557 -2.5744 -6.0243 -0.535 -1.065 0.017 0.430
N 2.5419 4.3528 -0.2524 -0.083 -0.316 0.549 0.839
C 3.7699 4.3826 -0.7375 0.149 -0.571 -0.613 -0.091
C 4.6196 5.4721 -0.5396 -0.981 -0.903 0.291 -0.891
C 4.1946 6.4860 0.2828 0.370 0.709 -0.683 -1.092
C 2.9000 6.4575 0.7971 1.632 -0.292 -0.343 -0.935
C 2.1336 5.3646 0.5394 -0.679 -1.009 -1.224 -0.064
H 4.0927 3.4848 -1.3356 -0.390 1.133 0.445 0.272
H 5.5246 5.4182 -1.0669 1.379 0.377 -0.255 0.615
H 4.8236 7.3714 0.4280 -0.224 -0.382 0.097 0.409
H 2.6558 7.3011 1.3594 -1.030 0.935 1.031 0.639
H 1.1107 5.2219 0.8372 -0.247 0.489 0.598 0.440
N -2.9730 -0.6990 -5.1299 -0.139 1.230 0.926 0.501
C -3.9775 -0.1515 -4.3981 0.160 -0.406 -0.542 0.684
C -5.2767 -0.6140 -4.4729 0.425 -0.225 -0.152 -0.881
C -5.5435 -1.6505 -5.3370 -1.672 -0.726 -0.446 -0.749
C -4.5390 -2.1724 -6.1075 0.528 -0.810 -0.593 -0.920
C -3.2553 -1.7006 -5.9536 0.723 0.946 -0.262 0.101
H -3.8088 0.6918 -3.7202 0.561 -0.397 -0.307 -0.304
H -6.0453 -0.2006 -3.8692 -0.440 0.404 0.405 0.736
H -6.5788 -2.0492 -5.4524 0.919 0.406 0.192 0.324
H -4.6630 -2.9481 -6.8496 -0.438 -0.125 0.088 0.514
H -2.4096 -2.0161 -6.5916 -0.648 -0.169 0.503 0.142
N -3.2741 -3.9037 4.5814 -1.088 -2.113 -1.245 -0.198
C -4.0171 -2.8172 4.8138 1.424 -1.287 -0.091 -0.356
C -5.3033 -2.7155 4.4179 -2.114 0.306 -1.216 -0.657
C -5.9287 -3.7307 3.6997 -0.025 0.539 -0.489 -0.182
C -5.1891 -4.8602 3.3697 -0.236 -1.130 0.687 -0.802
C -3.9041 -4.9486 3.8643 1.902 0.822 1.701 0.021
H -3.5383 -2.0024 5.3167 0.280 0.325 0.327 0.724
H -5.8534 -1.7919 4.5144 -0.004 0.144 0.438 0.424
H -6.9437 -3.5372 3.3406 0.308 -0.423 0.100 0.386
H -5.5872 -5.8049 2.9468 -0.018 1.061 -0.097 0.385
H -3.3537 -5.9424 3.7864 -0.448 1.710 -0.083 0.221
N -2.8800 -3.9493 -2.2317 0.671 -0.020 0.432 0.100
C -3.5117 -2.7691 -2.3481 1.307 -0.036 -1.517 -0.725
C -4.5209 -2.3448 -1.5413 -0.027 0.561 1.090 -0.436
C -4.8906 -3.1668 -0.4664 1.407 -0.531 -1.521 0.148
C -4.1695 -4.3462 -0.2645 0.030 0.025 0.560 -0.697
C -3.1243 -4.7001 -1.1596 -2.019 1.336 0.496 -0.718
H -3.0996 -2.0875 -3.1392 -0.553 -0.932 0.701 0.465
H -4.8060 -1.2920 -1.6365 -0.556 -0.494 0.010 0.148
H -5.6954 -2.9010 0.1464 -0.802 0.199 0.986 0.706
H -4.4051 -4.9051 0.6656 0.403 0.054 -0.919 0.402
H -2.5372 -5.5724 -0.9666 0.340 -0.525 -0.175 0.696
N 3.5391 -1.0166 2.8456 0.434 1.282 -0.126 1.858
C 3.4434 -2.1682 3.4547 -2.004 -2.552 -0.256 -0.017
C 4.2396 -2.6308 4.4815 2.012 2.621 0.473 -0.661
C 5.1976 -1.7074 4.9847 0.283 -0.035 -0.604 -1.229
C 5.3540 -0.4529 4.3372 -1.230 -1.795 0.871 -0.550
C 4.4952 -0.1855 3.2884 0.121 2.026 -0.762 -0.603
H 2.5815 -2.8635 3.1580 1.219 1.083 0.058 -0.392
H 4.1825 -3.6083 4.8579 -0.379 -1.029 0.525 0.580
H 5.8765 -1.9301 5.8294 -0.621 -0.109 -0.526 0.346
H 5.9918 0.2988 4.7511 0.442 0.264 -0.088 0.606
H 4.5890 0.8612 2.8286 -0.345 -1.698 0.306 -0.021
N 5.5446 -3.7044 -4.1273 -0.452 1.007 -1.367 -0.473
C 4.4490 -4.3782 -4.4172 -0.859 0.633 -0.831 -0.396
C 3.5021 -4.0180 -5.4366 1.113 -0.896 1.340 -0.326
C 3.6844 -2.8236 -6.1033 -1.079 0.315 -0.804 0.206
C 4.7654 -2.0402 -5.7211 1.204 -1.285 0.565 -0.540
C 5.6986 -2.5346 -4.8368 -1.334 -1.964 1.262 -0.736
H 4.2194 -5.2132 -3.7761 0.088 -0.461 -0.044 0.540
H 2.7387 -4.7874 -5.5708 -0.178 0.737 -0.400 0.397
H 2.9836 -2.4431 -6.8896 0.597 -0.497 0.851 0.231
H 5.0918 -1.1277 -6.1119 -0.428 1.435 -1.011 0.483
H 6.5307 -1.9808 -4.5154 1.110 0.838 0.041 0.538
N -7.8700 -2.7676 0.7089 1.885 -0.042 1.063 -0.266
C -8.9213 -3.0945 0.0140 -0.593 0.696 0.733 -0.383
C -9.7667 -2.1284 -0.4248 0.553 3.186 -1.195 -0.658
C -9.3945 -0.7458 -0.3796 2.146 -2.158 2.216 -0.490
C -8.2251 -0.4017 0.3588 -1.383 -1.144 -0.630 -0.624
C -7.5524 -1.4870 0.8959 -0.268 0.050 -0.535 -0.134
H -9.1606 -4.1196 -0.0864 -0.087 -1.006 -0.187 0.468
H -10.6101 -2.3638 -0.9907 -1.391 -0.505 -0.690 0.388
H -9.9396 0.0119 -0.8204 -1.363 1.214 -0.926 0.542
H -7.8325 0.5907 0.5662 -0.319 -0.090 -0.366 0.340
H -6.6536 -1.2786 1.4249 0.691 -0.057 0.645 0.746
```
Forces are in eV/Å.

- Total charge: +1
- Kohn-Sham gap: 5.66 eV
- Energy: -7532.6270 hartree